# 1
2 unconnected molecules or ions with the total composition C5H14. Source: the OMol25 dataset; level of theory: ωB97M-V/def2-TZVPD.

Properties
SMILES: CCC.CC
LUMO: 1.2 eV
Kohn-Sham gap: 12.21 eV
Molecular weight: 74.2 g mol⁻¹
E_tot: -5411.2095 eV
HOMO level: -11.03 eV
Max |F|: 0.035 Eh/bohr

Last column: natural (NBO) charge in e.
Cartesian coordinates (Å):
1 C 1.281 -0.069 1.234  -0.64
2 C 0.116 -0.645 2.045  -0.39
3 C -0.581 -1.729 1.168  -0.60
4 H 1.845 0.780 1.612  0.21
5 H 2.028 -0.834 1.012  0.21
6 H 0.749 0.545 0.468  0.22
7 H -0.708 0.069 2.135  0.19
8 H 0.360 -1.023 3.041  0.20
9 H -1.442 -2.067 1.738  0.21
10 H 0.148 -2.524 0.950  0.20
11 H -0.872 -1.363 0.194  0.20
12 C -1.075 0.812 -1.986  -0.62
13 C 0.330 1.420 -1.894  -0.63
14 H -1.837 1.518 -1.673  0.21
15 H -1.232 0.417 -2.990  0.21
16 H -1.252 -0.023 -1.309  0.20
17 H 0.991 0.743 -1.362  0.21
18 H 0.445 2.411 -1.468  0.21
19 H 0.707 1.562 -2.915  0.21

# 2
2 unconnected molecules or ions with the total composition C5H14. Source: the OMol25 dataset; level of theory: ωB97M-V/def2-TZVPD.

Properties
SMILES: CCC.CC
LUMO: 1.1 eV
Kohn-Sham gap: 12.18 eV
Molecular weight: 74.2 g mol⁻¹
E_tot: -5410.5354 eV
HOMO level: -11.07 eV
Max |F|: 0.083 Eh/bohr

Last column: natural (NBO) charge in e.
Cartesian coordinates (Å):
1 C 0.304 -1.817 0.806  -0.61
2 C -1.145 -1.962 1.385  -0.42
3 C -1.671 -0.525 1.319  -0.61
4 H 0.395 -1.100 -0.011  0.20
5 H 0.761 -2.795 0.438  0.20
6 H 1.022 -1.383 1.560  0.20
7 H -1.624 -2.518 0.549  0.21
8 H -1.043 -2.401 2.427  0.22
9 H -1.062 -0.053 0.489  0.20
10 H -2.758 -0.560 1.150  0.20
11 H -1.669 0.071 2.119  0.20
12 C 0.455 1.794 -1.006  -0.61
13 C 1.608 1.937 -1.998  -0.63
14 H -0.243 2.530 -1.218  0.21
15 H -0.122 0.815 -1.245  0.20
16 H 0.868 1.784 0.012  0.21
17 H 2.503 2.488 -1.617  0.20
18 H 1.336 2.695 -2.813  0.21
19 H 2.084 1.000 -2.344  0.21

# 3
2 unconnected molecules or ions with the total composition C5H14. Source: the OMol25 dataset; level of theory: ωB97M-V/def2-TZVPD.

Properties
SMILES: CCC.CC
LUMO: 1.1 eV
Kohn-Sham gap: 12.64 eV
Molecular weight: 74.2 g mol⁻¹
E_tot: -5411.8433 eV
HOMO level: -11.50 eV
Max |F|: 0.018 Eh/bohr

Last column: natural (NBO) charge in e.
Cartesian coordinates (Å):
1 C -0.336 0.560 2.546  -0.61
2 C 0.795 -0.436 2.312  -0.40
3 C 1.470 -0.182 0.965  -0.60
4 H -1.167 0.364 1.860  0.20
5 H 0.049 1.573 2.430  0.20
6 H -0.736 0.534 3.556  0.21
7 H 1.497 -0.446 3.146  0.20
8 H 0.399 -1.456 2.286  0.19
9 H 0.825 -0.463 0.126  0.20
10 H 1.765 0.861 0.875  0.20
11 H 2.397 -0.751 0.854  0.21
12 C -0.459 -0.400 -3.216  -0.62
13 C -1.358 0.439 -2.310  -0.62
14 H 0.133 0.160 -3.938  0.21
15 H 0.176 -1.034 -2.608  0.21
16 H -1.052 -1.073 -3.851  0.20
17 H -2.422 0.289 -2.487  0.21
18 H -1.205 1.513 -2.403  0.21
19 H -1.174 0.182 -1.272  0.20